Run 1
{"formula": "C6H11N4", "method": "ωB97M-V/def2-TZVPD", "species": ["C", "C", "C", "C", "C", "C", "N", "N", "N", "N", "H", "H", "H", "H", "H", "H", "H", "H", "H", "H", "H"], "positions_angstrom": [[-1.613, 0.390, 0.861], [0.970, -0.129, -0.141], [-3.220, -1.034, 0.829], [3.179, 0.343, 0.117], [2.477, 1.416, -0.770], [-2.498, -1.051, -0.530], [-2.488, -0.113, 1.606], [1.998, -0.397, 0.586], [1.205, 0.741, -1.093], [-1.539, -0.046, -0.411], [-0.948, 1.136, 1.101], [-4.330, -0.819, 0.729], [-3.264, -2.038, 1.375], [3.854, -0.267, -0.484], [3.723, 0.834, 0.816], [2.051, 2.278, -0.297], [3.173, 1.665, -1.727], [-2.095, -2.052, -0.842], [-3.210, -1.034, -1.341], [1.993, -1.097, 1.214], [0.581, 1.275, -1.598]], "spin_multiplicity": 1, "homo_energy_ev": [-12.820, -14.050], "orbital_gap_ev": [6.638, 8.714], "charge": 1}


Run 2
{"formula": "C6H11N4", "method": "ωB97M-V/def2-TZVPD", "species": ["C", "C", "C", "C", "C", "C", "N", "N", "N", "N", "H", "H", "H", "H", "H", "H", "H", "H", "H", "H", "H"], "positions_angstrom": [[-0.660, 2.118, 0.108], [-2.593, 0.735, -0.289], [1.101, 0.537, 0.757], [3.260, -0.285, -0.412], [-3.006, -0.531, -0.276], [-3.956, -1.053, 0.682], [0.216, 1.158, 0.207], [-1.973, 1.884, -0.282], [2.225, -0.124, 0.745], [4.371, 0.561, -0.345], [-0.301, 3.081, 0.407], [3.711, -1.282, -0.320], [2.665, -0.256, -1.406], [-2.498, -1.121, -1.089], [-3.836, -2.079, 0.775], [-5.086, -0.790, 0.498], [-3.848, -0.704, 1.689], [-2.451, 2.615, -0.864], [2.620, -0.279, 1.653], [4.862, 0.326, 0.540], [4.053, 1.556, -0.229]], "spin_multiplicity": 1, "homo_energy_ev": [-11.266, -11.267], "orbital_gap_ev": [7.253, 7.257], "charge": 1}


Run 3
{"formula": "C6H11N4", "method": "ωB97M-V/def2-TZVPD", "species": ["C", "C", "C", "C", "C", "C", "N", "N", "N", "N", "H", "H", "H", "H", "H", "H", "H", "H", "H", "H", "H"], "positions_angstrom": [[-2.678, 0.661, -0.943], [-2.447, -0.928, 0.412], [2.591, -1.556, -0.647], [1.597, -0.679, -0.649], [-0.271, -0.190, 1.378], [1.382, 0.343, 0.380], [-3.272, -0.439, -0.480], [-1.510, 0.884, -0.362], [-1.357, -0.144, 0.502], [0.909, 1.610, -0.187], [-3.106, 1.293, -1.693], [-2.609, -1.808, 1.004], [2.694, -2.281, -1.435], [3.341, -1.574, 0.124], [0.871, -0.688, -1.452], [-0.082, -1.182, 1.770], [-0.295, 0.578, 2.146], [2.137, 0.423, 1.151], [-0.296, 1.451, -0.426], [1.394, 1.835, -1.058], [1.009, 2.390, 0.465]], "spin_multiplicity": 1, "homo_energy_ev": -13.358, "orbital_gap_ev": 10.140, "charge": 1}


Most stable structure - run 3; separation to the second - 2.730 eV.